[1]
C43H82BBr2FN3O12S5 | the ωB97M-V functional and the def2-TZVPD basis

The geometry in XYZ format:
```
149
C43H82BBr2FN3O12S5, DFT the ωB97M-V functional and the def2-TZVPD basis
C -1.618 -3.614 6.366
C -2.041 -4.741 5.416
C -2.670 -4.183 4.140
C -3.154 -5.263 3.173
C -2.035 -6.040 2.484
C -1.219 -5.134 1.521
C -1.294 -5.630 0.079
C -0.408 -4.885 -0.920
C 1.055 -4.685 -0.468
C 1.485 -3.194 -0.319
C 1.863 -2.803 1.120
C 0.700 -2.220 1.987
C 0.711 -0.735 2.040
N 1.740 0.008 2.477
C 3.007 -0.475 3.014
C 2.825 -1.598 4.041
N 2.114 -1.479 5.079
C 1.393 1.340 2.332
C 2.168 2.606 2.618
Br 4.056 2.511 2.149
C 1.932 3.138 4.040
C 2.221 4.651 4.147
Br 2.833 2.099 5.410
C 0.156 1.411 1.857
C -0.675 2.617 1.563
C -0.554 3.012 0.085
F -1.801 3.377 -0.382
N -0.254 0.086 1.687
C -1.605 -0.229 1.191
B -1.677 -1.093 -0.161
O -1.085 -0.726 -1.334
O -2.405 -2.235 -0.121
H -2.449 -3.305 6.997
H -0.795 -3.937 6.998
H -1.284 -2.724 5.829
H -2.781 -5.337 5.946
H -1.173 -5.336 5.141
H -2.005 -3.442 3.684
H -3.558 -3.634 4.473
H -3.818 -4.803 2.437
H -3.769 -5.963 3.743
H -2.511 -6.802 1.869
H -1.381 -6.508 3.213
H -0.200 -5.058 1.901
H -1.697 -4.156 1.575
H -2.331 -5.478 -0.242
H -1.140 -6.710 0.064
H -0.833 -3.933 -1.214
H -0.399 -5.485 -1.828
H 1.302 -5.241 0.435
H 1.681 -5.103 -1.253
H 0.726 -2.547 -0.753
H 2.385 -3.066 -0.919
H 2.732 -2.155 1.144
H 2.165 -3.726 1.613
H 0.867 -2.593 2.996
H -0.262 -2.613 1.676
H 3.530 0.311 3.534
H 3.648 -0.834 2.214
H 3.320 -2.551 3.861
H 1.690 -0.549 5.135
H 1.758 3.358 1.960
H 0.869 3.008 4.221
H 1.348 5.179 4.511
H 2.442 5.044 3.157
H 3.073 4.812 4.798
H -0.325 3.381 2.248
H -1.698 2.372 1.834
H 0.152 3.827 -0.065
H -0.219 2.146 -0.488
H -2.182 0.676 1.032
H -2.116 -0.769 1.990
H -1.809 -0.685 -1.982
H -3.027 -2.225 0.617
C -4.918 0.949 -4.562
C -5.381 -0.048 -5.630
C -4.992 -1.452 -5.148
S -4.980 -1.375 -3.354
O -3.623 -1.587 -2.891
O -6.070 -2.152 -2.828
C -5.367 0.367 -3.227
H -5.339 1.937 -4.724
H -3.828 1.036 -4.587
H -6.464 0.017 -5.741
H -4.939 0.167 -6.602
H -5.707 -2.208 -5.462
H -3.991 -1.728 -5.476
H -4.850 0.797 -2.371
H -6.444 0.460 -3.099
C -3.708 -7.684 -5.790
C -4.337 -6.698 -4.795
C -3.611 -6.872 -3.456
S -1.955 -7.447 -3.855
O -1.791 -8.782 -3.343
O -1.003 -6.405 -3.553
C -2.199 -7.536 -5.625
H -4.018 -7.479 -6.813
H -4.012 -8.703 -5.543
H -4.199 -5.677 -5.158
H -5.407 -6.863 -4.684
H -3.538 -5.937 -2.904
H -4.085 -7.632 -2.837
H -1.632 -8.372 -6.028
H -1.843 -6.600 -6.055
C -7.737 5.335 -1.365
C -6.358 5.894 -1.741
C -5.786 4.996 -2.847
S -7.203 4.318 -3.722
O -7.232 2.887 -3.517
O -7.271 4.882 -5.042
C -8.453 5.067 -2.685
H -8.299 6.030 -0.742
H -7.620 4.403 -0.809
H -6.468 6.913 -2.115
H -5.690 5.931 -0.882
H -5.171 5.552 -3.550
H -5.218 4.164 -2.435
H -9.301 4.393 -2.592
H -8.762 5.996 -3.164
C 6.330 6.740 -0.310
C 5.830 5.738 0.741
C 5.397 6.537 1.974
S 4.883 8.149 1.372
O 5.785 9.143 1.888
O 3.453 8.277 1.522
C 5.277 7.848 -0.346
H 6.456 6.276 -1.287
H 7.291 7.146 -0.006
H 4.971 5.189 0.341
H 6.593 5.011 0.996
H 4.559 6.072 2.490
H 6.222 6.685 2.668
H 5.630 8.768 -0.805
H 4.363 7.511 -0.837
C 10.281 2.110 -0.421
C 10.543 2.400 1.063
C 10.766 3.911 1.203
S 9.842 4.680 -0.133
O 10.766 5.311 -1.034
O 8.712 5.400 0.411
C 9.268 3.156 -0.877
H 9.907 1.099 -0.576
H 11.207 2.218 -0.988
H 9.674 2.099 1.652
H 11.400 1.842 1.438
H 10.399 4.294 2.152
H 11.813 4.178 1.076
H 9.220 3.274 -1.957
H 8.275 2.945 -0.477
```

Calculated values
HOMO-LUMO gap   9.39 eV
Net charge   +1
Total energy   -272611.892 eV
Lowest unoccupied orbital energy   -2.292 eV

=====

[2]
C43H83AlClFI2N4O5Si | the ωB97M-V functional and the def2-TZVPD basis

The geometry in XYZ format:
```
141
C43H83AlClFI2N4O5Si, DFT the ωB97M-V functional and the def2-TZVPD basis
C 2.569 3.611 2.095
C 3.083 2.665 1.036
N 4.354 2.626 0.843
C 2.063 1.810 0.383
Al 1.409 0.365 1.611
C 2.926 -0.571 2.495
C 4.012 -1.127 1.567
C 5.467 -0.883 1.996
Cl 3.747 -2.930 1.341
O 0.216 0.855 2.849
C -1.028 0.616 2.213
Si -2.453 1.443 3.189
C -2.996 0.745 4.846
C -4.018 1.664 2.166
C -1.808 3.163 3.540
C -0.945 -0.764 1.473
C -2.161 -0.935 0.543
C -3.295 -1.751 1.126
F -4.519 -1.413 0.507
C -0.725 -2.042 2.308
I -0.621 -1.876 4.403
C -0.445 -3.258 1.853
C -0.159 -4.499 2.665
I -0.203 -3.636 -0.205
O 0.243 -0.647 0.709
H 1.551 3.949 1.893
H 2.541 3.104 3.064
H 3.233 4.475 2.164
H 4.568 1.931 0.127
H 2.480 1.359 -0.527
H 1.202 2.418 0.082
H 2.504 -1.385 3.095
H 3.404 0.106 3.215
H 3.890 -0.763 0.545
H 5.488 -0.277 2.904
H 5.990 -1.817 2.198
H 6.021 -0.340 1.228
H -1.084 1.273 1.314
H -3.367 -0.279 4.770
H -2.161 0.744 5.549
H -3.799 1.371 5.252
H -3.814 1.920 1.123
H -4.687 0.805 2.180
H -4.554 2.513 2.605
H -2.654 3.789 3.845
H -1.068 3.164 4.341
H -1.353 3.622 2.658
H -2.551 0.052 0.279
H -1.803 -1.386 -0.387
H -3.424 -1.577 2.200
H -3.161 -2.822 0.957
H -0.096 -5.381 2.031
H 0.798 -4.387 3.185
H -0.941 -4.661 3.410
C -8.079 -2.097 -6.285
C -7.251 -1.436 -5.189
C -8.209 -0.810 -4.160
C -7.585 -0.468 -2.809
C -6.823 -1.663 -2.243
C -5.762 -2.186 -3.211
N -6.452 -2.509 -4.509
O -7.009 -3.662 -4.522
C -4.639 -1.154 -3.364
C -5.135 -3.466 -2.681
C -6.332 -0.383 -5.853
H -7.439 -2.652 -6.970
H -8.820 -2.781 -5.881
H -8.587 -1.307 -6.841
H -9.030 -1.513 -3.993
H -8.645 0.081 -4.618
H -6.931 0.404 -2.890
H -8.381 -0.186 -2.117
H -6.327 -1.406 -1.305
H -7.529 -2.472 -2.030
H -3.903 -1.490 -4.097
H -4.141 -1.059 -2.399
H -4.984 -0.164 -3.649
H -5.876 -4.222 -2.438
H -4.580 -3.213 -1.777
H -4.438 -3.888 -3.406
H -6.574 0.630 -5.528
H -6.446 -0.421 -6.936
H -5.283 -0.559 -5.646
C 4.130 -8.383 -4.596
C 4.868 -7.237 -3.913
C 5.010 -6.079 -4.917
C 5.348 -4.723 -4.304
C 4.396 -4.391 -3.159
C 4.373 -5.476 -2.083
N 4.026 -6.774 -2.761
O 2.768 -6.940 -2.936
C 5.720 -5.522 -1.352
C 3.304 -5.178 -1.045
C 6.239 -7.770 -3.433
H 3.906 -9.177 -3.883
H 3.197 -8.058 -5.047
H 4.783 -8.784 -5.374
H 4.065 -5.987 -5.459
H 5.767 -6.370 -5.649
H 6.387 -4.697 -3.964
H 5.264 -3.958 -5.079
H 4.666 -3.446 -2.683
H 3.382 -4.273 -3.555
H 5.734 -6.334 -0.624
H 5.835 -4.584 -0.809
H 6.580 -5.629 -2.008
H 2.324 -5.020 -1.485
H 3.581 -4.271 -0.506
H 3.224 -5.990 -0.322
H 7.068 -7.279 -3.945
H 6.312 -8.839 -3.632
H 6.382 -7.644 -2.367
C -0.162 6.883 1.278
C 0.867 7.596 2.149
C 0.150 8.683 2.967
C 0.924 9.209 4.173
C 1.420 8.057 5.040
C 2.267 7.053 4.257
N 1.439 6.578 3.092
O 0.626 5.642 3.402
C 3.591 7.691 3.829
C 2.590 5.839 5.117
C 1.959 8.182 1.222
H 0.288 6.029 0.772
H -1.011 6.528 1.856
H -0.512 7.593 0.525
H -0.798 8.269 3.320
H -0.097 9.500 2.284
H 1.757 9.844 3.857
H 0.262 9.847 4.762
H 2.016 8.425 5.879
H 0.559 7.528 5.461
H 4.171 6.998 3.217
H 4.166 7.910 4.730
H 3.476 8.623 3.282
H 1.691 5.392 5.534
H 3.240 6.159 5.933
H 3.108 5.078 4.536
H 1.981 9.273 1.257
H 1.767 7.885 0.191
H 2.949 7.817 1.466
```

Calculated values
HOMO-LUMO gap (alpha / beta)   7.79 / 7.79 eV
Net charge   -1
Total energy   -108051.807 eV
Spin multiplicity   4
Lowest unoccupied orbital energy (alpha / beta)   2.174 / 2.172 eV

=====

[3]
C43H87ClF5KMgN4O13Si2V | the ωB97M-V functional and the def2-TZVPD basis

The geometry in XYZ format:
```
158
C43H87ClF5KMgN4O13Si2V, DFT the ωB97M-V functional and the def2-TZVPD basis
C -3.317 2.365 3.740
C -2.573 2.059 2.849
C -1.528 1.602 1.939
C -1.439 2.493 0.673
C -2.215 1.865 -0.518
C -1.671 2.115 -1.919
C -1.498 3.661 -2.144
C -1.720 4.055 -3.598
C -0.841 4.751 -4.319
N -2.590 4.306 -1.422
C -2.980 5.497 -1.698
C -4.436 5.737 -2.004
C -2.147 6.746 -1.644
O -0.275 4.176 -1.596
C 0.895 3.476 -1.951
C 1.899 3.319 -0.785
F 1.896 2.091 -0.218
F 3.139 3.488 -1.313
C 1.817 4.431 0.316
F 1.671 5.638 -0.205
F 3.021 4.427 0.922
F 0.933 4.153 1.264
C 0.699 2.205 -2.795
O 1.940 1.579 -2.925
C 2.775 2.126 -3.965
C 2.961 1.222 -5.200
C 2.359 1.888 -6.459
C 1.915 0.881 -7.548
N -0.438 1.292 -2.366
C -0.937 0.694 -3.679
C 0.053 -0.122 -4.521
C -0.590 -1.419 -5.113
C 0.330 -2.621 -4.980
O 1.278 -2.643 -6.046
C -0.015 0.240 -1.421
C -0.587 -1.179 -1.497
C -2.074 -1.468 -1.303
C -2.309 -1.893 0.142
O -1.594 -2.728 0.653
O -3.316 -1.317 0.774
C -4.576 -1.765 0.119
C -5.381 -0.549 -0.377
H -4.055 2.394 4.507
H -0.562 1.710 2.444
H -1.624 0.542 1.694
H -0.393 2.485 0.379
H -1.818 3.491 0.861
H -3.254 2.179 -0.472
H -2.271 0.811 -0.237
H -2.518 1.906 -2.571
H -2.662 3.794 -4.077
H -0.166 5.464 -3.854
H -0.753 4.615 -5.392
H -5.022 4.828 -1.939
H -4.825 6.545 -1.377
H -4.432 6.148 -3.022
H -2.632 7.567 -2.174
H -1.144 6.621 -2.051
H -2.030 7.067 -0.606
H 1.432 4.149 -2.630
H 0.453 2.564 -3.794
H 2.462 3.118 -4.299
H 3.754 2.270 -3.508
H 2.614 0.202 -5.061
H 4.038 1.160 -5.381
H 1.437 2.387 -6.121
H 2.993 2.685 -6.844
H 2.374 -0.099 -7.439
H 2.092 1.327 -8.521
H 0.835 0.727 -7.490
H -1.825 0.087 -3.502
H -1.327 1.492 -4.310
H 0.940 -0.447 -3.987
H 0.330 0.475 -5.386
H -1.496 -1.679 -4.553
H -0.861 -1.253 -6.154
H 0.893 -2.587 -4.031
H -0.232 -3.560 -4.973
H 2.108 -2.990 -5.711
H -0.063 0.555 -0.381
H 1.058 0.044 -1.504
H -0.099 -1.715 -0.651
H -0.261 -1.761 -2.403
H -2.744 -0.671 -1.620
H -2.349 -2.328 -1.926
H -5.106 -2.332 0.868
H -4.378 -2.428 -0.717
H -6.380 -0.597 0.053
H -5.488 -0.614 -1.461
H -4.914 0.392 -0.090
O -2.366 -5.106 -1.293
H -2.418 -4.648 -0.437
C 0.347 -1.011 -11.868
C 1.725 -0.571 -11.412
O 1.856 -0.704 -9.997
H -0.425 -0.410 -11.358
H 0.229 -0.896 -12.947
H 0.164 -2.057 -11.608
H 1.891 0.479 -11.652
H 2.501 -1.163 -11.905
H 1.721 -1.631 -9.776
K 1.102 -3.025 -0.747
C 2.270 -7.127 7.915
Si 1.865 -5.389 7.360
C 3.415 -4.340 7.572
C 0.524 -4.719 8.498
N 1.344 -5.463 5.702
Si 0.867 -4.096 4.752
C 2.264 -2.848 4.545
C -0.630 -3.213 5.470
C 0.396 -4.709 3.042
H 2.600 -7.127 8.956
H 1.393 -7.773 7.835
H 3.067 -7.553 7.304
H 3.836 -4.515 8.564
H 3.194 -3.275 7.489
H 4.172 -4.598 6.829
H -0.434 -5.203 8.308
H 0.396 -3.642 8.385
H 0.808 -4.916 9.534
H 2.437 -2.279 5.459
H 2.001 -2.137 3.756
H 3.196 -3.340 4.263
H -1.414 -3.921 5.741
H -1.035 -2.525 4.724
H -0.368 -2.631 6.354
H -0.434 -5.415 3.096
H 1.243 -5.208 2.563
H 0.087 -3.868 2.416
Cl -5.866 -4.291 -0.060
Mg -2.210 0.642 -11.225
C 0.248 2.371 6.396
C -1.218 2.519 6.776
C -1.376 2.908 8.238
O -1.909 1.295 6.525
H 0.722 1.584 6.989
H 0.348 2.088 5.348
H 0.802 3.299 6.560
H -1.684 3.276 6.144
H -0.953 2.137 8.888
H -2.430 3.004 8.496
H -0.877 3.854 8.454
H -1.511 0.615 7.078
C -0.684 -6.705 -1.487
O 0.506 -6.727 -0.987
H -1.161 -7.685 -1.721
H -1.533 -6.200 -0.778
H -0.821 -6.102 -2.398
O 2.854 4.012 5.045
V 2.022 5.468 5.020
O 1.220 6.931 4.948
C 6.118 -0.975 8.041
N 5.669 -1.789 9.203
O 4.473 -1.911 9.380
O 6.534 -2.277 9.894
H 5.243 -0.605 7.519
H 6.716 -0.155 8.429
H 6.712 -1.621 7.401
```

Calculated values
HOMO-LUMO gap   1.28 eV
Net charge   +1
Total energy   -167872.636 eV
Lowest unoccupied orbital energy   -7.095 eV

=====

Which of these has the lowest total energy? C43H82BBr2FN3O12S5